This record from OMol25 describes a structure of composition C9H26N4O3Rb in a non-equilibrium geometry. The level of theory is ωB97M-V/def2-TZVPD.

Each line ends with the Löwdin charge.
Element x y z (Å)
Rb  1.095  0.647  1.679  1.04
H  2.767  1.909  -1.012  0.08
C  1.683  4.294  -1.664  -0.05
H  -1.645  -3.337  -1.946  0.08
C  0.214  -3.498  -0.920  -0.49
H  0.481  -1.864  -2.015  0.14
O  0.177  3.261  1.646  -0.31
H  -0.582  3.298  -0.348  0.14
N  -2.928  -1.188  2.890  0.18
H  0.737  4.191  -2.194  0.09
H  3.572  -1.410  -0.244  0.09
H  -4.228  -2.031  1.069  0.13
H  2.907  -2.923  -0.805  0.09
O  -1.477  -0.477  1.284  -0.12
H  -1.837  2.920  1.748  0.10
N  -3.263  -1.799  0.882  0.18
H  -0.895  -3.775  0.686  0.06
H  -2.971  -1.723  -0.082  0.12
C  -2.510  -1.085  1.656  -0.73
H  2.314  3.722  0.476  0.15
N  1.797  2.081  -0.789  -0.05
H  2.480  3.936  -2.316  0.08
H  0.115  4.728  0.166  0.12
H  1.022  -3.982  -1.468  0.13
C  2.702  -1.855  -0.726  -0.12
H  -1.203  -5.059  -1.613  0.10
H  -3.578  -1.954  2.989  0.12
N  0.065  -3.994  0.462  0.08
H  -2.373  -0.790  3.634  0.13
C  0.352  -2.029  -0.945  -0.20
C  -0.834  -4.052  -1.806  -0.06
H  2.865  -1.576  -1.767  0.09
H  2.066  5.290  -1.443  0.08
C  -1.081  3.604  2.135  -0.11
H  0.618  -3.376  1.038  0.06
C  1.659  3.451  -0.352  -0.40
H  -1.317  4.645  1.917  0.10
O  1.454  -1.516  -0.192  -0.28
C  0.241  3.650  0.274  -0.23
H  1.385  1.989  -1.707  0.08
H  -0.408  -4.125  -2.807  0.09
H  -0.642  -1.665  -0.684  0.11
H  -0.999  3.468  3.213  0.10

Cartesian forces, eV/Å:
-0.10 -0.42 0.00
0.43 -0.12 0.17
1.62 0.36 1.25
-0.66 -0.18 0.22
1.17 -2.44 1.12
0.27 0.98 -0.24
0.65 0.08 -1.68
-0.01 -0.93 0.06
-0.37 0.34 2.68
0.00 0.49 0.12
-0.55 0.22 0.77
0.28 0.12 -0.04
-0.30 -0.29 0.67
-1.02 -0.32 0.37
-0.28 0.13 -0.12
-1.26 -1.51 -4.30
-0.37 -0.16 0.43
-0.55 -0.29 -0.12
3.12 1.72 0.36
0.60 0.01 -0.51
0.80 -1.44 0.58
-0.09 -0.43 -0.05
-0.20 0.44 0.65
1.25 0.16 1.15
1.26 -0.74 -1.32
0.08 0.24 0.60
0.24 0.37 1.17
0.14 0.11 -0.68
-0.42 -0.35 0.04
-0.05 -0.26 -1.79
-1.36 0.63 -1.75
-0.67 0.59 -0.37
-0.96 0.49 -0.21
-0.34 -0.19 1.20
0.20 -0.05 0.39
-2.59 0.17 -1.05
-0.17 0.02 -0.02
-0.77 0.24 0.28
1.41 1.19 -0.54
-0.54 -0.06 -0.03
-0.08 0.01 -0.21
0.56 0.92 0.69
-0.35 0.14 0.07

The calculation puts the energy above the lowest of the compared OMol25 structures with the same formula, charge and spin at 42.4 kcal per mole. The LUMO energy is -0.09441 Eh. The calculation puts the max |F| at 4.732 eV/A. The value obtained for the highest occupied orbital energy is -0.433 hartree. For the HOMO-LUMO gap, the calculation gives 9.2 eV. Its total charge is +1. The total energy is -22507.5486 eV.

=====

This record from OMol25 describes a structure of composition C9H26NNaO5 in a non-equilibrium geometry. The level of theory is ωB97M-V/def2-TZVPD.

Each line ends with the Löwdin charge.
Element x y z (Å)
H  1.187  1.454  1.257  0.05
O  -1.123  0.622  1.767  -0.10
H  1.820  -3.011  1.989  0.11
Na  -1.375  2.179  -0.117  0.46
H  2.170  -3.231  0.311  0.11
H  3.260  -1.181  -1.134  0.08
H  3.080  0.536  -1.597  0.07
N  0.202  -0.438  -0.425  -0.26
C  1.611  -2.592  0.996  -0.18
C  1.609  -0.258  -0.114  -0.50
H  -0.273  -3.639  0.610  0.12
H  1.251  -2.570  -1.817  0.06
H  -0.224  -3.561  -1.835  0.08
H  -0.188  -1.943  -2.592  0.09
O  -3.874  3.306  0.004  -0.03
H  -2.241  -1.489  0.538  0.07
C  2.060  -1.139  1.065  -0.15
C  2.546  -0.377  -1.353  -0.02
C  -0.313  -1.812  -0.487  -0.52
H  -4.738  2.883  0.100  0.07
C  -1.841  -1.741  -0.444  -0.05
H  1.987  -0.740  -2.212  0.06
H  2.878  1.319  0.723  0.08
O  -2.025  3.576  -2.115  -0.04
C  0.165  -2.545  -1.750  -0.03
H  -1.268  0.088  2.555  0.04
H  3.147  -1.076  1.103  0.12
H  -1.739  4.496  -2.137  0.06
O  -0.484  3.816  1.658  -0.04
H  -2.223  -1.001  -1.150  0.08
H  -0.036  4.662  1.761  0.06
H  -0.257  3.311  2.451  0.05
C  0.102  -2.625  0.771  -0.14
C  1.834  1.188  0.420  -0.06
H  -2.951  3.613  -1.845  0.02
H  -0.469  -2.278  1.636  0.10
H  1.722  1.907  -0.396  0.08
H  1.585  -0.746  1.968  0.11
H  -0.548  0.063  1.154  0.02
O  -0.252  0.394  -1.455  -0.26
H  -2.287  -2.691  -0.756  0.08
H  -3.487  3.270  0.890  0.06

Cartesian forces, eV/Å:
-0.03 -0.09 0.00
-0.08 0.23 0.31
0.02 -0.18 -0.10
0.60 -0.65 -0.60
-0.11 0.26 -0.36
0.29 0.24 -0.15
-0.02 0.05 -0.02
-0.66 0.18 1.97
-0.29 -0.16 0.98
0.87 1.30 -0.08
0.17 -0.09 -0.02
-0.02 -0.20 0.13
-0.07 0.02 0.09
0.04 -0.16 -0.11
-0.03 -0.24 0.35
0.19 0.00 0.13
-0.43 -0.50 -0.82
-0.17 -1.38 0.35
-0.05 -0.58 0.27
0.13 0.02 -0.05
-0.50 -0.05 -0.83
-0.05 0.51 -0.12
-0.03 -0.26 0.21
0.07 0.11 0.21
-0.29 0.50 -0.29
-0.07 0.09 -0.08
-0.01 0.15 0.39
-0.01 -0.10 -0.09
-0.15 -0.04 0.10
0.26 0.06 0.00
-0.04 -0.09 -0.10
-0.03 -0.09 -0.21
0.12 -0.04 -0.89
0.17 0.19 -0.72
0.07 0.03 0.02
0.31 0.31 0.15
-0.39 -0.03 0.07
0.34 0.22 0.13
-0.01 0.08 -0.68
-0.07 0.27 0.35
0.15 -0.10 0.18
-0.20 0.20 -0.04

The calculation puts the energy above the lowest of the compared OMol25 structures with the same formula, charge and spin at 0.0 kcal per mole. The LUMO energy is -0.01666 Eh. The calculation puts the max |F| at 2.084 eV/A. The value obtained for the highest occupied orbital energy is -0.207 hartree. For the HOMO-LUMO gap, the calculation gives 5.2 eV. Its total charge is 0. The total energy is -25898.5447 eV.

=====

This record from OMol25 describes a cluster of 4 separate species, C9H26O4 in total in a non-equilibrium geometry. The level of theory is ωB97M-V/def2-TZVPD.

Each line ends with the Löwdin charge.
Element x y z (Å)
H  0.985  -0.215  -4.412  0.13
H  -0.049  3.026  1.295  0.09
H  0.415  -0.543  -1.653  0.02
H  -1.330  0.155  -3.785  0.08
C  -0.580  0.811  -3.343  -0.05
H  -0.475  -3.825  0.799  0.08
O  0.752  -0.883  -2.486  -0.08
C  0.810  0.173  -3.409  -0.50
H  -0.385  2.322  2.883  0.07
O  -1.810  1.419  0.467  -0.05
H  -0.586  1.792  -3.819  0.07
O  0.433  0.197  0.078  -0.05
H  0.867  -3.687  2.889  0.13
H  -2.594  1.679  2.326  0.13
C  1.998  1.030  -3.052  -0.06
H  -0.998  3.901  2.582  0.08
H  2.785  -2.149  2.317  0.09
H  1.901  2.033  -3.466  0.07
H  -0.616  -2.156  1.396  0.08
H  -3.413  3.842  2.131  0.08
H  2.765  -4.681  2.154  0.09
C  0.078  -2.916  1.037  -0.05
H  2.052  1.156  -1.971  0.07
H  0.550  -2.480  0.157  0.08
C  2.164  -4.269  1.344  -0.06
H  -2.793  4.051  0.435  0.09
H  -2.630  0.965  0.259  0.12
H  2.954  0.617  -3.376  0.08
H  -4.028  2.886  0.952  0.07
C  1.240  -3.276  1.951  -0.54
H  2.724  -3.886  0.490  0.09
O  1.832  -2.051  2.256  -0.04
H  0.487  -0.347  0.863  0.02
H  1.531  -5.048  0.919  0.08
H  -0.331  0.755  0.224  -0.02
C  -0.790  2.951  2.091  -0.03
H  -0.771  1.058  -2.299  0.06
C  -3.079  3.349  1.218  -0.07
C  -2.066  2.244  1.558  -0.48

Cartesian forces, eV/Å:
-0.16 -0.40 -0.01
-0.04 0.26 0.05
0.14 0.23 0.52
0.01 0.08 0.25
0.89 1.16 -0.21
-0.14 0.14 -0.26
0.37 -1.73 -0.67
-0.53 -0.11 0.36
0.42 -0.06 -0.10
0.02 -0.11 -0.50
-0.17 -0.02 -0.47
0.84 -0.26 -0.29
-0.22 -0.28 0.16
0.47 -0.29 0.40
0.03 1.14 0.27
-0.15 0.04 -0.46
0.07 0.03 0.07
0.11 0.11 -0.23
0.10 -0.16 0.51
0.61 0.45 0.10
0.45 -0.15 -0.42
0.35 -0.41 -0.37
-0.06 -0.05 0.09
-0.26 -0.25 -0.40
-0.26 -0.64 -0.30
0.21 -0.03 0.17
0.00 -0.17 -0.26
-0.16 -0.19 -0.08
-0.09 -0.21 -0.66
-1.61 0.57 0.26
0.28 0.23 0.25
0.94 1.22 0.30
0.31 -0.26 0.22
0.18 -0.37 0.18
-0.56 0.28 0.04
-0.23 -1.61 0.29
-0.35 -0.32 0.14
-1.00 -0.66 0.08
-0.80 2.79 1.00

The calculation puts the energy above the lowest of the compared OMol25 structures with the same formula, charge and spin at 15.6 kcal per mole. The LUMO energy is 0.02071 Eh. The calculation puts the max |F| at 3.068 eV/A. The value obtained for the highest occupied orbital energy is -0.338 hartree. For the HOMO-LUMO gap, the calculation gives 9.8 eV. Its total charge is 0. Its structure (SMILES) is CC(C)O.CC(C)O.CC(C)O.O. The total energy is -17944.0017 eV.

=====

This record from OMol25 describes a structure of composition C9H27B2F2NO3PRb4 in a non-equilibrium geometry. The level of theory is ωB97M-V/def2-TZVPD.

Each line ends with the Löwdin charge.
Element x y z (Å)
C  2.969  0.235  -2.545  -0.11
F  -4.919  -0.026  6.315  -0.20
F  -5.950  0.225  3.898  -0.19
B  -0.449  0.716  2.077  -0.69
C  2.263  0.918  -3.757  -0.15
H  3.703  -0.889  -0.429  0.09
H  -0.307  1.590  2.693  -0.18
C  0.109  0.988  -2.498  -0.55
H  -1.583  1.535  -1.323  0.09
C  1.970  -0.654  -1.698  -0.46
Rb  -2.015  2.751  3.833  0.81
O  -0.157  -0.534  -0.679  -0.01
H  1.652  2.476  -2.413  0.11
H  -1.460  -2.239  4.238  -0.19
O  -4.950  2.269  4.968  -0.40
B  -1.280  -3.284  4.438  -0.54
P  -4.708  0.755  4.825  0.37
H  -0.991  -0.065  2.587  -0.13
C  2.018  -1.994  -2.385  -0.05
H  0.534  0.435  1.732  -0.09
H  1.730  -1.933  -3.435  0.08
H  2.374  -0.125  0.440  0.05
H  -2.183  -3.664  4.889  -0.06
C  -0.724  1.965  -1.836  -0.07
N  0.714  0.114  -1.481  -0.11
Rb  1.105  -1.108  4.095  0.83
H  3.517  0.960  -1.943  0.11
H  -1.090  -3.821  3.521  -0.09
H  -0.420  -3.329  5.088  -0.10
H  2.955  1.465  -4.398  0.11
H  1.784  0.229  -4.452  0.10
H  -1.005  0.973  -4.370  0.09
Rb  1.665  3.069  1.202  0.46
H  2.134  -1.802  0.036  0.09
H  2.998  -2.460  -2.280  0.09
H  0.682  2.459  -3.915  0.12
H  -0.043  -0.083  0.161  0.01
H  -0.271  2.575  -1.055  0.05
H  -0.202  -0.556  -3.976  0.07
C  2.620  -0.886  -0.301  -0.02
C  -0.734  0.298  -3.557  -0.01
H  -1.682  -0.141  -3.244  0.09
Rb  -2.807  -1.917  2.198  0.94
H  -1.107  1.010  1.275  -0.03
H  3.629  -0.440  -3.091  0.11
C  1.167  1.844  -3.157  -0.13
O  -3.452  0.139  4.145  -0.53
H  1.381  -2.790  -2.000  0.09
H  -1.185  2.750  -2.436  0.10

Cartesian forces, eV/Å:
-1.29 -0.42 -1.65
0.11 1.48 -3.17
1.19 0.09 1.61
-0.16 -0.02 0.05
-0.64 1.09 1.01
-0.05 -0.64 0.24
0.89 2.85 2.36
0.36 -0.56 -0.49
-0.07 -0.36 0.05
1.44 1.82 0.31
-0.88 0.09 0.40
-1.42 -1.38 0.40
-0.11 0.21 0.06
-0.52 4.27 -0.76
1.30 -3.43 -0.05
0.08 0.04 0.05
0.14 0.36 -0.36
-1.52 -2.85 2.22
-1.22 -1.31 -0.57
3.74 -1.34 -1.41
0.32 0.10 -0.19
-0.05 0.28 -0.23
-3.29 -1.53 1.85
-3.00 2.03 2.45
2.72 1.02 -1.62
-0.33 -0.31 0.09
-0.05 0.01 -0.03
0.90 -2.07 -3.85
3.40 -0.43 2.70
0.28 0.17 0.30
0.06 -0.42 0.27
0.20 0.12 -0.04
0.02 -0.04 -0.03
0.74 -0.28 0.47
0.26 0.44 -0.24
0.06 0.09 0.06
-0.39 0.06 0.59
0.70 -0.26 0.13
0.17 0.09 -0.23
-0.88 0.17 -0.57
-0.17 -1.09 -0.72
0.02 0.21 0.67
-0.32 0.08 0.10
-2.29 1.30 -3.26
0.64 -0.13 0.84
1.62 -1.22 -1.10
-2.40 1.63 1.62
-0.52 0.32 0.48
0.21 -0.29 -0.82

The LUMO energy (alpha / beta) is -0.02094 / -0.02015 Eh. The calculation puts the max |F| at 4.462 eV/A. The value obtained for the highest occupied orbital energy (alpha / beta) is -0.144 / -0.315 hartree. For the HOMO-LUMO gap (alpha / beta), the calculation gives 3.3 / 8.0 eV. Its total charge is 0. Its spin multiplicity is 2. The total energy is -36100.1974 eV.

=====

Which of these has the highest total charge?
C9H26N4O3Rb